Here is an isolated molecule of C5H12N2O at a distorted geometry from the Open Molecules 2025 dataset. Energies are from ωB97M-V/def2-TZVPD.

Last column: natural (NBO) charge in e.
Geometry (Å):
1 H 0.3530 1.5083 0.8898  0.24
2 C 0.9560 0.3249 -0.7965  -0.14
3 H 1.7826 -1.2045 -1.8991  0.37
4 H 3.1963 0.5935 -0.9174  0.10
5 H 1.0373 -1.7620 -0.4800  0.38
6 C 0.1558 0.4391 0.5754  -0.41
7 N 1.1079 -1.0279 -1.1279  -0.88
8 C -3.0984 -1.5357 1.0096  -0.40
9 H -1.8033 -1.5846 -0.4144  0.34
10 H -1.5892 0.4325 1.8423  0.18
11 H 0.2660 0.7948 -1.6434  0.20
12 C -1.3468 0.1967 0.6591  -0.23
13 H -3.3507 -2.4857 0.7039  0.20
14 H -3.1035 -1.5028 2.1318  0.19
15 N -1.7158 -1.2312 0.6273  -0.63
16 O 2.3412 2.2654 -0.4301  -0.50
17 H -2.1056 0.8431 0.2428  0.19
18 H 0.6901 -0.3538 1.1930  0.21
19 H -3.8456 -0.7713 0.5140  0.16
20 C 2.3332 1.1054 -0.6506  0.44

Energy above the lowest of the compared OMol25 structures with the same formula, charge and spin, eV: 3.531
SMILES: CNCC[C@H](N)C=O
Calculated total energy, Eh: -382.372782
Total charge: 0
HOMO level, eV: -8.86

---

Here is a cluster of 2 separate species, CH6NS2 in total at a distorted geometry from the Open Molecules 2025 dataset. Energies are from ωB97M-V/def2-TZVPD.

Last column: natural (NBO) charge in e.
Geometry (Å):
1 H -2.9189 -2.2907 0.5283  0.12
2 N 1.4644 0.3793 -0.2460  -0.71
3 C 0.1130 0.7899 -0.6178  -0.15
4 H 1.8022 -0.4765 -0.7678  0.45
5 H 1.6587 0.3169 0.8167  0.46
6 H -0.0987 0.5371 -1.6002  0.21
7 S -3.0572 -1.2553 1.2624  0.14
8 S -1.1023 -0.8045 1.3528  -0.14
9 H 2.0778 1.0500 -0.5635  0.43
10 H 0.0609 1.7537 -0.1648  0.20

Energy above the lowest of the compared OMol25 structures with the same formula, charge and spin, eV: 2.501
Calculated total energy, Eh: -892.454286
Total charge: +1
HOMO level (alpha / beta), eV: -13.33 / -12.90

---

Here is a structure of composition C10H26N2O4V at a distorted geometry from the Open Molecules 2025 dataset. Energies are from ωB97M-V/def2-TZVPD.

Last column: Mulliken spin population.
Geometry (Å):
1 C -6.4414 12.7845 -10.5964  0.01
2 C -2.5743 14.0449 -8.5030  0.00
3 H -6.7361 15.9019 -12.9813  0.00
4 H -2.7088 10.9703 -14.8364  0.00
5 H -2.6028 13.0030 -8.1780  0.00
6 C -8.1174 15.1278 -14.4454  0.00
7 H -4.4496 14.1281 -9.5061  0.01
8 H -3.0973 12.3719 -10.4731  0.01
9 H -2.0852 13.4691 -11.0538  0.02
10 N -5.7160 14.5963 -14.2433  0.00
11 H -7.9116 15.8845 -15.2003  0.00
12 V -4.1827 13.8155 -12.7644  2.91
13 H -7.0521 11.9097 -10.8547  0.00
14 H -6.9665 13.3955 -9.8566  0.00
15 H -8.3348 14.1562 -14.8965  0.00
16 H -5.0263 17.5396 -11.8709  0.00
17 C -7.2501 13.8806 -12.4750  0.00
18 H -8.0087 14.3045 -11.8045  0.00
19 C -3.3972 14.2777 -9.7565  -0.03
20 H -3.6388 16.3639 -9.5097  0.00
21 H -2.1995 15.9604 -10.4288  0.00
22 O -3.9800 15.8098 -11.4737  -0.01
23 H -3.7920 17.0486 -13.0728  0.00
24 O -2.4848 14.1772 -13.9175  0.00
25 H -7.6909 12.9976 -12.9516  -0.01
26 C -3.2409 11.9319 -14.7179  0.00
27 H -5.9913 14.1224 -15.1052  0.01
28 H -5.5662 12.3330 -10.1314  0.00
29 H -1.2418 12.7241 -14.4095  0.00
30 H -9.0497 15.4354 -13.9618  0.00
31 O -6.0912 13.4999 -11.7494  0.03
32 H -3.8030 12.0185 -15.6807  0.00
33 C -4.0222 17.1365 -12.0105  0.01
34 O -4.1708 11.9067 -13.7050  -0.01
35 H -5.2597 15.3972 -14.6842  0.02
36 C -2.2120 13.1068 -14.7758  0.00
37 H -3.0100 14.5675 -7.6435  0.00
38 H -1.5396 14.3773 -8.5984  0.00
39 N -3.0751 13.3182 -10.8442  0.03
40 C -6.9430 14.9589 -13.4934  -0.01
41 H -2.1527 13.4152 -15.8288  0.00
42 C -3.2525 15.6842 -10.2818  0.01
43 H -3.2720 17.7823 -11.5561  0.00

Energy above the lowest of the compared OMol25 structures with the same formula, charge and spin, eV: 0.000
Spin multiplicity: 4
Calculated total energy, Eh: -1751.047691
Total charge: 0
HOMO level (alpha / beta), eV: -5.39 / -6.12